The following is a quantum chemistry calculation of a molecular structure, C22H30Ge2PdS2, from the OMol25 dataset.

Its relative energy (zero: lowest compared OMol25 entry of this formula, charge and spin) is 0.0 kcal per mole. The lowest unoccupied orbital energy (alpha / beta) is -2.96 / -3.02 eV.

CARTESIAN COORDINATES (ANGSTROEM)
1 Pd -0.07971 -0.01691 -0.15010
2 S -0.02693 -0.50290 -2.44159
3 C 1.30943 -1.47118 -2.66936
4 C 1.62963 -1.95087 -3.98469
5 C 2.71245 -2.73334 -4.18604
6 C 3.56766 -3.10223 -3.09573
7 C 3.31228 -2.67615 -1.83938
8 C 2.17324 -1.84446 -1.56712
9 S 1.87553 -1.34216 -0.00906
10 H 0.98293 -1.66869 -4.80445
11 H 2.94091 -3.08722 -5.18293
12 H 4.42864 -3.72976 -3.28553
13 H 3.95545 -2.95234 -1.01472
14 C -0.46193 -1.17257 4.64758
15 C -0.19824 -1.30029 3.14280
16 Ge -0.05127 0.43062 2.19606
17 C 1.68384 1.27265 2.63552
18 C 1.75349 1.86904 4.04612
19 C -1.46692 1.59978 2.88251
20 C -2.35506 2.07773 2.00129
21 Ge -1.97015 1.44046 0.17353
22 C -1.41847 2.81759 -1.15032
23 C -2.38930 3.97533 -1.41800
24 C -3.32099 0.23757 -0.65103
25 C -4.75345 0.76700 -0.79952
26 C -3.49446 2.97857 2.34487
27 C -4.36808 3.42922 1.35723
28 C -5.43464 4.26802 1.65443
29 C -5.64909 4.67599 2.96047
30 C -4.78915 4.23759 3.96069
31 C -3.72870 3.40190 3.65678
32 H -0.61299 -2.15112 5.10993
33 H -1.35551 -0.57632 4.84289
34 H 0.37063 -0.69305 5.16392
35 H -1.01015 -1.85656 2.66929
36 H 0.72126 -1.86262 2.95812
37 H 1.85782 2.05459 1.89314
38 H 2.46602 0.52156 2.49451
39 H 0.95064 2.59074 4.20978
40 H 2.70037 2.38835 4.21270
41 H 1.66375 1.10009 4.81447
42 H -1.53719 1.85854 3.93992
43 H -1.23723 2.25634 -2.06922
44 H -0.45468 3.20514 -0.81755
45 H -3.34744 3.61768 -1.80129
46 H -1.97570 4.65892 -2.16426
47 H -2.58600 4.55300 -0.51479
48 H -3.32022 -0.68231 -0.06469
49 H -2.90543 -0.00646 -1.63085
50 H -5.19262 1.01723 0.16625
51 H -5.39400 0.01593 -1.26920
52 H -4.78996 1.66144 -1.42521
53 H -4.20952 3.11674 0.33419
54 H -6.09543 4.60060 0.86373
55 H -6.47763 5.32956 3.20113
56 H -4.94817 4.55069 4.98514
57 H -3.07203 3.07280 4.45156